C4H9INO as an isolated structure. Source: the OMol25 dataset; level of theory: ωB97M-V with the def2-TZVPD basis set.

The orbital gap (spin up / spin down) is 6.751 / 7.435 eV. The molar mass comes out at 214.0 g/mol. As for the net charge: +1. The largest force on an atom is 3.314 eV/A. As for the LUMO energy (spin up / spin down): -6.9 / -6.4 eV. For the energy relative to the best compared isomer or geometry (same formula, charge and spin), the calculation gives 135.6 kcal per mole.

Geometry as XYZ:
```
16
Properties=species:S:1:pos:R:3:forces:R:3
C -0.62533 -1.79070 -0.85382 2.556 0.180 0.285
C 0.26675 -1.30456 0.38819 -1.144 -2.740 0.189
C -0.65329 -0.46239 1.35549 1.909 -1.768 2.053
C 1.53086 3.02448 -0.88328 -2.114 -0.009 1.590
N -0.44496 0.71438 0.69509 0.830 2.209 0.108
O -1.25815 1.03136 -0.10707 -1.728 0.636 -1.008
I -0.39709 3.22031 -1.20398 1.178 0.158 -0.383
H -1.54179 -2.19076 -0.45672 -0.274 -0.354 0.072
H -0.90396 -0.90749 -1.49839 0.567 -1.197 0.312
H -0.01480 -2.63043 -1.37355 -1.298 1.677 0.446
H 1.25200 -0.89399 0.20857 -0.210 0.990 -0.676
H 0.65722 -2.14356 1.02633 -1.063 0.157 -0.589
H -1.64990 -0.83863 1.60249 -0.015 0.139 -0.885
H -0.07420 -0.38425 2.28702 -0.264 0.012 -0.128
H 1.98667 2.15307 -1.26179 0.820 -0.472 -1.070
H 1.86996 3.40316 0.07542 0.250 0.380 -0.317
```
Forces are in eV/Å.

Mulliken atomic charge list, values in e, 5 entries: number 1, C, carries -0.898; number 2, C, carries -0.643; number 3, C, carries -0.334; number 4, C, carries -0.516; number 5, N, carries 0.170

One molecule with the formula C3H5NS. Source: the OMol25 dataset; level of theory: ωB97M-V with the def2-TZVPD basis set.

The orbital gap is 8.574 eV. The molar mass comes out at 87.1 g/mol. The largest force on an atom is 11.966 eV/A. As for the LUMO energy: 0.3 eV. For the energy relative to the best compared isomer or geometry (same formula, charge and spin), the calculation gives 74.6 kcal per mole.

Geometry as XYZ:
```
10
Properties=species:S:1:pos:R:3:forces:R:3
C 0.35453 1.36493 0.59905 4.023 7.774 6.878
C -0.83852 -0.49445 -0.36130 -3.909 -1.287 1.828
C 0.52753 -0.92008 -0.41131 2.141 0.357 2.752
H 1.46615 1.79648 0.37993 -2.232 -0.701 1.312
H -1.45929 -0.83221 0.55100 0.972 1.256 -1.309
H -1.40485 -0.71309 -1.32710 0.744 1.006 1.333
H 1.19280 -1.49835 0.37414 -1.817 1.800 -1.207
H 0.65394 -1.25115 -1.35813 1.733 -0.529 -2.937
N 0.11834 0.58843 -0.29378 -2.487 -9.101 -7.360
S -0.61063 1.95948 1.84748 0.832 -0.573 -1.290
```
Forces are in eV/Å.

Mulliken atomic charge list, values in e, 5 entries: number 1, C, carries -0.155; number 2, C, carries -0.322; number 3, C, carries -0.379; number 4, H, carries 0.244; number 5, H, carries 0.242

C38H74Br3F4I2N5O10P3 as an isolated structure. Source: the OMol25 dataset; level of theory: ωB97M-V with the def2-TZVPD basis set.

The orbital gap is 7.300 eV. The molar mass comes out at 1423.5 g/mol. As for the net charge: +1. The largest force on an atom is 5.418 eV/A. As for the LUMO energy: -2.8 eV.

Geometry as XYZ:
```
139
Properties=species:S:1:pos:R:3:forces:R:3
C 2.55281 -3.31161 -0.81392 0.011 0.528 -0.116
C 1.33994 -2.77036 -1.61317 0.625 -0.466 -1.215
P 0.88443 -1.07914 -1.08860 0.770 0.336 1.633
C 1.87816 0.08628 -2.09813 0.561 -0.434 -0.696
C 3.15274 0.57516 -1.36396 -0.722 0.804 -0.176
C -0.88385 -0.54795 -0.64533 0.446 -2.440 0.670
C -0.63848 0.84732 0.03666 1.501 0.170 0.121
F -1.41538 1.12453 1.11286 -0.856 -0.130 -0.592
F 0.59134 0.83376 0.63163 0.054 -0.061 -0.151
C -0.57587 2.10126 -0.88993 -1.173 1.019 0.604
F 0.62351 2.68774 -0.88248 0.263 -0.426 -0.367
F -0.95409 1.81628 -2.16618 0.208 -0.285 -0.072
C -1.38364 -1.62041 0.37841 -0.548 1.124 -0.772
C -0.57629 -1.93455 1.62486 0.349 0.640 0.459
N 0.62625 -2.73146 1.54148 -0.125 -0.672 0.110
C 1.58029 -2.38827 2.60542 -0.463 -0.384 -0.222
C -2.16892 -2.75092 -0.46318 0.711 0.380 2.505
Br -3.80866 -2.70049 0.75406 -0.388 -0.200 -0.636
C -1.52215 -4.12325 -0.20052 -0.587 -0.442 -1.284
C -1.92690 -5.14833 0.89377 1.248 -2.352 0.454
N -3.16569 -5.86778 0.60484 -0.443 0.602 0.042
N -0.92872 -6.25091 0.71982 -0.320 0.283 0.121
N -1.74931 -4.77779 2.28736 -0.050 1.180 -0.127
C -2.37892 -2.16100 -1.94022 0.063 0.283 -1.046
C -1.37564 -2.48995 -3.12470 0.793 -0.786 0.549
Br -0.38087 -1.10114 -4.00338 -0.168 0.098 0.170
C -1.20046 -3.65781 -3.75427 -0.072 -0.182 -0.016
C -0.25137 -3.88870 -4.89445 0.110 -0.179 -0.132
Br -2.18828 -5.23115 -3.38415 -0.104 0.025 -0.065
C -3.68242 -2.34101 -2.79457 -1.180 0.508 0.071
I -3.78199 -1.13071 -4.57179 0.153 0.074 0.252
C -4.73520 -3.16643 -2.66498 0.400 -0.152 0.468
C -4.89036 -4.25147 -1.64523 -0.368 -0.547 -0.641
I -6.41745 -3.21742 -3.94257 0.142 0.065 0.175
N -2.16830 -0.68900 -1.57754 -0.069 2.415 -1.130
C -3.50264 0.03447 -1.35798 -1.248 0.847 0.450
C -3.75492 1.21592 -0.41593 -0.463 -0.049 0.682
C -4.27123 0.86544 0.98851 0.157 0.648 0.007
C -4.96135 2.09160 1.61452 0.399 -0.608 -0.181
O -6.30459 2.21285 1.15117 0.398 -0.199 -0.513
C -7.21401 1.47948 1.87269 -0.268 -0.095 -0.206
C -7.64266 0.14295 1.34499 0.322 -0.063 -0.653
O -7.66130 1.91484 2.87510 -0.329 0.481 1.161
H 3.46145 -3.19729 -1.40428 -0.008 -0.082 -0.105
H 2.71263 -2.72632 0.08591 -0.119 -0.275 0.259
H 2.43216 -4.37098 -0.60135 -0.007 0.000 0.247
H 0.57587 -3.52680 -1.72508 -0.323 0.189 0.310
H 1.72907 -2.67472 -2.63310 -0.348 0.220 -0.159
H 1.33863 0.92722 -2.52485 -0.245 -0.045 0.140
H 2.23001 -0.48347 -2.96172 -0.260 -0.060 -0.131
H 4.06060 0.23526 -1.85217 0.043 -0.276 0.161
H 3.14569 1.66102 -1.46223 0.250 0.063 0.211
H 3.12867 0.34733 -0.30215 0.201 -0.167 0.021
H -1.26805 2.84720 -0.49596 -0.128 -0.041 -0.052
H -2.16957 -1.01576 0.82573 -0.145 -0.148 0.048
H -1.27329 -2.25219 2.40846 -0.040 -0.459 -0.177
H -0.26565 -0.95853 2.00544 0.045 0.116 -0.231
H 0.36080 -3.69218 1.72582 -0.100 -0.012 -0.089
H 2.29604 -3.20312 2.69545 0.222 0.115 -0.106
H 1.06678 -2.32619 3.57152 0.156 0.349 0.112
H 2.09034 -1.46290 2.34576 0.039 0.096 0.179
H -1.67246 -4.71993 -1.09250 -0.157 0.004 -0.031
H -0.44011 -4.06227 -0.16845 0.002 0.660 0.323
H -3.92266 -5.51416 1.17845 -0.133 0.175 -0.236
H -3.03024 -6.82703 0.90332 0.143 -0.012 0.046
H -1.00340 -6.63670 -0.21370 0.285 0.040 -0.071
H 0.01103 -5.92166 0.90340 0.114 -0.072 -0.278
H -2.60422 -4.77629 2.81961 -0.048 0.046 0.004
H -1.05795 -5.34434 2.75268 -0.188 -0.335 -0.027
H 0.76602 -3.62874 -4.60389 0.016 0.163 -0.039
H -0.24004 -4.93112 -5.19333 -0.097 -0.067 0.061
H -0.53157 -3.30214 -5.76902 0.000 0.115 0.024
H -5.37492 -5.09720 -2.13648 0.120 -0.073 -0.045
H -3.95406 -4.63502 -1.26970 0.041 0.178 0.361
H -5.58177 -3.96397 -0.86095 0.081 0.111 0.158
H -1.84033 -0.13469 -2.37775 0.001 -0.741 -0.484
H -3.79873 0.39669 -2.33679 0.444 -0.105 -0.194
H -4.31250 -0.63844 -1.09136 0.519 -0.681 0.001
H -4.63080 1.71598 -0.84291 0.105 -0.103 -0.447
H -3.01478 2.00388 -0.37267 0.217 -0.092 -0.081
H -5.01556 0.07877 0.88951 0.131 -0.216 0.172
H -3.48529 0.56763 1.67735 -0.003 -0.339 -0.057
H -4.91763 1.99646 2.69952 -0.229 0.257 0.091
H -4.41901 2.98359 1.30413 -0.192 0.230 0.152
H -7.05226 -0.62194 1.85192 -0.064 -0.058 0.091
H -7.46169 0.04414 0.27624 -0.027 0.032 -0.049
H -8.69324 -0.01467 1.56069 -0.032 -0.025 0.115
O 6.45180 1.84013 -4.60109 2.238 -0.809 -0.917
P 6.90629 3.21712 -4.86798 -3.925 3.366 1.169
O 7.03966 4.00939 -3.47410 0.372 -0.305 -0.416
C 8.01952 3.58200 -2.52073 0.279 -0.057 0.241
C 9.43572 3.91766 -2.95132 -0.033 -0.051 -0.209
O 5.60387 3.96802 -5.48324 0.343 -0.124 -0.183
C 4.42284 3.24419 -5.80766 -0.254 -0.076 0.108
C 3.45296 3.23998 -4.64367 -0.143 0.100 0.162
O 7.92678 4.09873 -5.74706 1.042 -2.202 0.115
C 8.68911 3.44944 -6.79323 0.112 -0.118 -0.300
C 7.79780 2.83868 -7.85549 -0.233 -0.022 0.096
H 7.91456 2.50851 -2.33986 -0.064 0.015 -0.037
H 7.78407 4.09841 -1.59147 -0.126 0.051 -0.065
H 9.73967 3.31553 -3.81129 0.029 -0.007 0.046
H 10.13820 3.72068 -2.14151 -0.036 -0.010 0.029
H 9.51158 4.96432 -3.24314 -0.007 0.029 0.066
H 4.66334 2.22863 -6.12201 0.095 -0.029 0.126
H 3.97090 3.74400 -6.66613 0.095 0.108 0.018
H 3.94816 2.95407 -3.71513 0.089 -0.155 -0.084
H 2.62970 2.54611 -4.83159 -0.007 0.018 -0.018
H 3.03544 4.23556 -4.48626 -0.007 0.003 -0.039
H 9.33894 2.68991 -6.35122 -0.008 0.033 0.034
H 9.32936 4.21446 -7.22684 -0.073 0.130 0.133
H 7.19723 2.02027 -7.44718 0.077 -0.001 0.004
H 8.39900 2.43805 -8.67115 0.033 0.020 0.007
H 7.10876 3.58362 -8.25251 0.065 0.051 -0.049
O 0.20058 2.49876 7.38260 0.961 1.102 -2.217
P -1.12622 2.49654 6.74606 -3.477 -2.465 3.345
O -2.11874 3.45696 7.56425 0.336 0.028 -0.617
C -1.84658 4.86311 7.61455 0.035 0.391 0.014
C -2.12085 5.55579 6.29203 0.073 -0.175 -0.132
O -1.76446 1.05353 7.11815 0.133 0.116 -0.399
C -0.99266 0.04628 7.77460 0.071 -0.133 0.306
C -1.15833 0.11558 9.27863 -0.172 0.030 0.084
O -1.88296 2.53566 5.31183 2.066 1.079 -0.435
C -1.09158 2.43810 4.11270 0.172 -0.110 -0.159
C -0.32382 1.13213 4.04177 0.028 -0.119 0.215
H -0.81323 5.02749 7.93054 -0.008 -0.078 0.020
H -2.49668 5.27032 8.38662 -0.041 -0.144 0.037
H -1.39571 5.25387 5.53112 0.005 0.057 0.019
H -2.05326 6.63755 6.40619 0.007 -0.005 0.048
H -3.11178 5.29712 5.92001 -0.040 0.041 0.053
H 0.05726 0.11793 7.49073 0.007 0.171 0.026
H -1.35863 -0.91447 7.40636 -0.101 0.074 -0.075
H -1.01458 1.13142 9.64490 0.163 0.014 -0.070
H -0.44359 -0.54100 9.77621 -0.002 -0.010 -0.012
H -2.16537 -0.18983 9.56550 0.004 -0.016 -0.007
H -0.40750 3.28936 4.05284 -0.026 0.003 0.000
H -1.78615 2.51868 3.27717 -0.129 0.028 0.114
H 0.42555 1.06777 4.83568 -0.019 0.062 -0.022
H 0.19313 1.04412 3.08827 0.031 0.053 -0.003
H -1.00061 0.28449 4.16406 -0.044 0.012 -0.059
```
Forces are in eV/Å.

Mulliken atomic charge list, values in e, 5 entries: number 1, C, carries -1.422; number 2, C, carries -0.374; number 3, P, carries -0.489; number 4, C, carries -0.176; number 5, C, carries -1.385

A 2-piece molecular cluster, C5H9NO overall. Source: the OMol25 dataset; level of theory: ωB97M-V with the def2-TZVPD basis set.

The orbital gap is 8.475 eV. The molar mass comes out at 99.1 g/mol. The largest force on an atom is 0.368 eV/A. As for the LUMO energy: -0.4 eV. For the energy relative to the best compared isomer or geometry (same formula, charge and spin), the calculation gives 119.8 kcal per mole.

Geometry as XYZ:
```
16
Properties=species:S:1:pos:R:3:forces:R:3
C -0.04136 1.44953 1.18156 -0.042 -0.036 0.048
C 0.18306 0.47509 0.08217 0.043 0.008 0.067
C 0.76723 0.74088 -1.28792 0.070 0.179 -0.073
C 0.61958 -0.78382 -1.57407 0.032 -0.163 -0.169
C 0.06444 -0.84551 -0.17683 -0.003 0.058 0.021
N -0.39995 -1.93142 0.59064 0.174 -0.197 -0.258
O -0.38272 -2.98076 -0.02481 0.020 0.292 0.193
H -0.44785 2.38164 0.77163 0.044 -0.155 0.050
H 0.92348 1.70230 1.63899 -0.104 -0.033 -0.062
H -0.70607 1.08193 1.96424 0.146 -0.013 -0.144
H -2.22983 -0.42869 2.14811 -0.141 -0.046 0.092
H 0.16553 1.39969 -1.92374 0.080 -0.092 0.088
H 1.79738 1.11196 -1.26189 -0.113 -0.046 -0.060
H 1.55990 -1.32112 -1.72516 -0.130 0.072 -0.001
H -0.08181 -1.04801 -2.36959 0.106 0.057 0.079
H -1.79100 -1.00370 1.96665 -0.181 0.114 0.128
```
Forces are in eV/Å.

Mulliken atomic charge list, values in e, 5 entries: number 1, C, carries -1.066; number 2, C, carries 0.327; number 3, C, carries -0.527; number 4, C, carries -0.295; number 5, C, carries 0.261